[1]
Formula: CH2O2S3
Source: the Open Molecules 2025 dataset
Level of theory: ωB97M-V/def2-TZVPD

Geometry as ORCA input:
```
! RIJCOSX wB97M-V def2-TZVPD def2/J DEFGRID3
* xyz 0 1
C 0.59481 1.30168 0.03051
O 2.29738 -1.24722 -0.59946
O -1.88350 1.24584 0.52448
S 1.05443 2.63062 -0.66127
S 1.96480 -0.52132 0.79592
S -0.49558 0.36656 0.81466
H 3.17385 -1.07120 -0.92115
H -1.80303 1.79489 -0.17604
*
```

Results
E_HOMO (alpha / beta): -0.312 / -0.312 hartree
energy above the lowest of the compared OMol25 structures with the same formula, charge and spin: 233.0 kJ/mol
HOMO-LUMO gap (alpha / beta): 7.90 / 7.90 eV

[2]
Formula: C7H15NO
Source: the Open Molecules 2025 dataset
Level of theory: ωB97M-V/def2-TZVPD

Geometry as ORCA input:
```
! RIJCOSX wB97M-V def2-TZVPD def2/J DEFGRID3
* xyz 0 1
C 1.24193 -1.23756 -1.33157
C 2.11124 -0.06665 -1.52472
C 0.23327 -1.66353 -2.33070
O 1.00306 0.72412 -1.32538
H 1.52846 -1.98050 -0.59048
H 2.55720 -0.03371 -2.53750
H 2.89517 0.01356 -0.75462
H -0.74497 -1.82649 -1.87277
H 0.54144 -2.62470 -2.76120
H 0.11959 -0.90487 -3.10403
C 0.10632 -0.40980 1.42364
C -2.36339 0.01600 1.88999
C -1.01778 0.54934 1.48633
N 0.27492 2.40017 0.61637
C -0.86170 1.85322 1.14130
H 0.81509 1.76692 -0.03195
H 0.16078 3.32796 0.23773
H -1.71199 2.52234 1.23961
H 0.04200 -1.17643 2.20209
H 0.14197 -0.91971 0.42682
H -3.11455 0.80546 1.92764
H -2.72169 -0.74479 1.18825
H -2.32113 -0.45722 2.87659
H 1.08474 0.06688 1.50855
*
```

Results
E_HOMO (alpha / beta): -0.255 / -0.255 hartree
energy above the lowest of the compared OMol25 structures with the same formula, charge and spin: 450.5 kJ/mol
HOMO-LUMO gap (alpha / beta): 6.28 / 6.28 eV

[3]
Formula: C22H25BrErNO
Source: the Open Molecules 2025 dataset
Level of theory: ωB97M-V/def2-TZVPD

Geometry as ORCA input:
```
! RIJCOSX wB97M-V def2-TZVPD def2/J DEFGRID3
* xyz 0 4
C -4.01243 -0.97134 -0.41393
C -3.14484 -0.12165 -1.17769
C -2.00178 -0.87977 -1.55858
H -3.34412 0.90915 -1.47616
C -2.16250 -2.20696 -1.06384
C -3.40371 -2.27052 -0.35647
H -1.47932 -3.04014 -1.25573
C -2.86036 0.94535 2.70028
C -2.91066 1.62760 1.44414
C -1.56946 1.91371 1.03661
H -3.81201 1.93862 0.92491
C -0.67713 1.41680 2.03810
C -1.48230 0.81779 3.06528
H -1.19253 -0.54017 -2.21917
H -3.84564 -3.16460 0.09357
H -5.00987 -0.71746 -0.04371
H -1.08809 0.36457 3.97197
H -1.26908 2.46633 0.14632
H -3.71357 0.65135 3.30956
Er -1.96548 -0.71166 0.99841
C 0.82250 1.66241 2.13064
C 1.15313 2.29021 3.49191
C 1.32815 2.59957 1.02935
H 0.61465 3.23261 3.60638
H 2.22755 2.51056 3.55724
H 0.89166 1.63659 4.33096
H 0.85805 3.58369 1.13007
H 1.12823 2.20068 0.02809
H 2.41548 2.73073 1.13808
C 1.62162 0.29850 2.02630
C 1.65428 -0.38836 0.67378
H 1.19827 -0.43473 2.74124
H 2.67231 0.49297 2.31258
O 0.62466 -0.55663 -0.03124
N 2.81613 -0.87853 0.17835
C 2.71398 -1.92363 -0.87201
H 3.63141 -0.91653 0.79770
C 2.19319 -1.36198 -2.16017
C 1.38744 -2.15793 -2.98713
H 1.11086 -3.15594 -2.64257
C 0.95685 -1.67866 -4.22508
H 0.34692 -2.31664 -4.86905
C 1.32677 -0.39595 -4.64740
H 1.00582 -0.02736 -5.62746
C 2.11992 0.40768 -3.81656
H 2.42193 1.40503 -4.13542
C 2.54697 -0.07780 -2.57474
H 3.16923 0.53558 -1.91955
H 2.03880 -2.70711 -0.50515
H 3.69945 -2.36625 -1.00563
Br -1.75134 -2.66984 2.68264
*
```

Results
E_HOMO (alpha / beta): -0.291 / -0.293 hartree
HOMO-LUMO gap (alpha / beta): 8.30 / 8.36 eV

[4]
Formula: C22H18N3O2SW
Source: the Open Molecules 2025 dataset
Level of theory: ωB97M-V/def2-TZVPD

Geometry as ORCA input:
```
! RIJCOSX wB97M-V def2-TZVPD def2/J DEFGRID3
* xyz 1 1
W -0.78953 -0.06311 0.07615
O -2.27079 -1.22180 -0.55680
C -2.75763 -0.51139 0.46241
O -2.11083 -0.66775 1.58183
C -3.84386 0.47584 0.24586
C -5.18235 0.25208 0.52278
C -6.10760 1.25182 0.26128
C -5.69376 2.46778 -0.26550
C -4.35369 2.70237 -0.53453
C -3.43250 1.69743 -0.27913
S -1.70716 1.95051 -0.60209
H -5.49435 -0.69796 0.93662
H -7.15489 1.08062 0.46728
H -6.42245 3.24158 -0.46495
H -4.02607 3.65153 -0.93672
C 1.29984 -2.09461 3.45516
C 2.17165 -2.95945 2.80311
C 2.20947 -2.96553 1.42085
C 1.39089 -2.10327 0.70258
N 0.54593 -1.26658 1.35364
C 0.49890 -1.27807 2.69355
C 1.33581 -2.02287 -0.76541
C 2.19855 -2.72984 -1.59960
C 2.11148 -2.57885 -2.97283
C 1.15257 -1.73397 -3.51887
C 0.28103 -1.04638 -2.68539
C 0.36278 -1.15812 -1.29844
H 1.23287 -2.07519 4.53250
H 2.80263 -3.62972 3.37045
H 2.86663 -3.64665 0.90189
H -0.22235 -0.61855 3.15754
H 2.94177 -3.39737 -1.18368
H 2.78187 -3.12858 -3.61937
H 1.07591 -1.62822 -4.59259
H -0.47708 -0.40944 -3.12707
C 4.29853 2.35216 -0.57110
N 2.92821 2.18549 -0.12095
C 2.25368 3.01828 0.73946
C 1.01955 2.48005 0.89493
N 0.93995 1.31273 0.16031
C 2.11587 1.18622 -0.45766
H 4.51797 3.40754 -0.70932
H 4.44079 1.83684 -1.51772
H 4.99675 1.94078 0.15728
H 2.69810 3.90481 1.15387
H 0.18512 2.82900 1.47693
H 2.39186 0.40783 -1.14851
*
```

Results
E_HOMO (alpha / beta): -0.410 / -0.410 hartree
HOMO-LUMO gap (alpha / beta): 7.35 / 7.35 eV